(1)
Entry from the OMol25 dataset: 5 unconnected molecules or ions with the total composition CH11O4S in a non-equilibrium geometry (ωB97M-V/def2-TZVPD).

The geometry in XYZ format:
```
17
Properties=species:S:1:pos:R:3
C -1.432 1.917 -0.533
S -1.894 2.146 1.266
H -2.138 2.531 -1.075
H -1.423 0.862 -0.754
H -0.449 2.211 -0.775
H 1.044 0.760 2.161
H 0.375 1.580 1.138
O 1.170 1.011 1.238
H -1.597 -0.280 0.821
H -2.131 -0.699 2.162
O -1.869 -1.042 1.309
H 3.035 -2.705 -1.772
H 2.532 -2.066 -3.066
O 3.201 -2.660 -2.720
H 0.931 -0.529 0.057
H -0.055 -1.563 0.572
O 0.700 -1.472 -0.028
```

Properties
ΔE to the lowest compared entry with this formula, charge and spin in kcal per mole: 13.07
Strongest force on any atom in eV Å⁻¹: 1.99
Kohn-Sham gap in eV: 6.962
Total charge: -1
Molar mass in g mol⁻¹: 119.2
Electronic energy in eV: -20242.35517

***

(2)
Entry from the OMol25 dataset: C3H7NO2S in the gas phase in a non-equilibrium geometry (ωB97M-V/def2-TZVPD).

The geometry in XYZ format:
```
14
Properties=species:S:1:pos:R:3
C -0.066 -0.091 -1.039
C -0.907 -1.081 -0.240
S -0.543 -2.889 -0.493
N -0.024 1.177 -0.328
C 0.657 1.161 0.872
O 0.685 2.413 1.423
O 1.173 0.213 1.402
H -0.482 0.078 -2.031
H 0.933 -0.497 -1.223
H -0.970 -0.888 0.819
H -1.942 -1.131 -0.595
H 0.764 -2.840 -0.175
H 0.063 2.068 -0.757
H 0.659 2.307 2.365
```

Properties
ΔE to the lowest compared entry with this formula, charge and spin in kcal per mole: 7.32
SMILES: O=C(O)NCCS
Strongest force on any atom in eV Å⁻¹: 1.94
Kohn-Sham gap in eV: 9.801
Molar mass in g mol⁻¹: 121.2
Electronic energy in eV: -19645.28698

***

(3)
Entry from the OMol25 dataset: C3H9N3OS in the gas phase in a non-equilibrium geometry (ωB97M-V/def2-TZVPD).

The geometry in XYZ format:
```
17
Properties=species:S:1:pos:R:3
C 1.455 -0.106 2.315
C -0.051 1.330 1.007
C -0.162 0.154 -1.549
H 1.783 0.639 3.072
H 2.183 -0.092 1.481
H 1.321 -1.098 2.797
H -1.148 1.376 0.834
H 0.356 2.182 1.534
H 0.562 0.720 -3.250
H -0.949 -0.796 0.138
H -2.530 -1.337 -2.028
H -1.044 -2.012 -2.275
N -0.064 0.005 -2.827
N -1.049 -0.659 -0.887
N -1.656 -1.729 -1.549
O 0.158 0.164 1.772
S 0.835 1.257 -0.584
```

Properties
ΔE to the lowest compared entry with this formula, charge and spin in kcal per mole: 39.62
SMILES: [H]/N=C(/NN)SCOC
Strongest force on any atom in eV Å⁻¹: 2.77
Kohn-Sham gap in eV: 9.617
Molar mass in g mol⁻¹: 135.2
Electronic energy in eV: -20608.40386

***

(4)
Entry from the OMol25 dataset: C3H7NOS2 in the gas phase in a non-equilibrium geometry (ωB97M-V/def2-TZVPD).

The geometry in XYZ format:
```
14
Properties=species:S:1:pos:R:3
C 0.133 -1.334 0.455
C -0.888 0.705 -0.588
C 0.004 0.134 0.595
N 1.354 0.745 0.406
O -0.174 -2.159 1.281
S -2.723 0.276 -0.345
S 2.656 -0.284 0.692
H 0.312 -1.529 -0.700
H -0.571 0.363 -1.631
H -0.785 1.875 -0.621
H -0.539 0.285 1.510
H 1.377 1.533 1.049
H -2.926 -0.288 -1.506
H 2.769 -0.322 -0.598
```

Properties
ΔE to the lowest compared entry with this formula, charge and spin in kcal per mole: 64.36
SMILES: O=C[C@H](CS)NS
Strongest force on any atom in eV Å⁻¹: 2.95
Kohn-Sham gap in eV: 9.826
Molar mass in g mol⁻¹: 137.2
Electronic energy in eV: -28430.45118

***

(5)
Entry from the OMol25 dataset: a molecular structure, C20H35BCl4GeN6PbS2Sb (ωB97M-V/def2-TZVPD).

The geometry in XYZ format:
```
71
Properties=species:S:1:pos:R:3
Pb 0.282 -0.186 -1.144
N -1.654 -1.518 0.000
C -1.587 -2.957 -0.283
C -1.432 -3.200 -1.779
N -0.226 -2.550 -2.304
H -1.562 -1.309 0.991
H -2.537 -1.122 -0.309
H -2.468 -3.493 0.082
H -0.722 -3.361 0.249
H -2.290 -2.774 -2.304
H -1.442 -4.277 -1.968
H -0.319 -2.315 -3.295
H 0.592 -3.140 -2.215
C -3.842 -0.585 -3.145
N -3.930 0.257 -1.958
C -5.016 0.320 -1.110
C -4.725 1.262 -0.189
N -3.479 1.782 -0.465
B -2.924 2.927 0.522
N -1.507 3.396 0.108
C -1.230 4.523 -0.636
C 0.107 4.629 -0.761
N 0.651 3.554 -0.080
C 2.071 3.257 0.005
C -0.345 2.811 0.447
S -0.167 1.330 1.305
C -2.999 1.162 -1.550
S -1.531 1.418 -2.419
H -4.224 -1.577 -2.908
H -2.804 -0.644 -3.470
H -4.429 -0.158 -3.957
H -5.886 -0.297 -1.248
H -5.300 1.619 0.646
H -3.684 3.868 0.424
H -2.901 2.455 1.630
H -2.017 5.144 -1.021
H 0.719 5.350 -1.270
H 2.625 4.191 -0.047
H 2.382 2.609 -0.817
H 2.273 2.760 0.951
Cl 1.626 -0.191 -6.969
Ge 0.199 0.615 -5.448
Cl -0.895 -1.400 -5.011
Cl 1.766 0.337 -3.604
C -1.313 -0.015 5.163
Sb 0.020 -1.095 3.886
C 0.571 -2.563 5.355
C 1.718 0.157 4.256
H -0.799 0.221 6.094
H -2.197 -0.614 5.378
H -1.622 0.906 4.670
H 0.626 -2.092 6.336
H 1.547 -2.980 5.104
H -0.155 -3.374 5.384
H 1.872 0.242 5.331
H 1.532 1.138 3.823
H 2.610 -0.270 3.798
Cl 7.376 -0.111 -2.182
C 5.884 -0.548 -1.417
C 5.401 0.229 -0.370
C 4.216 -0.122 0.240
C 3.492 -1.260 -0.173
C 2.260 -1.580 0.449
C 4.007 -2.015 -1.245
C 5.189 -1.667 -1.862
H 5.956 1.099 -0.048
H 3.827 0.479 1.054
H 1.946 -1.028 1.326
H 1.783 -2.536 0.263
H 3.460 -2.880 -1.599
H 5.575 -2.243 -2.690
```

Properties
ΔE to the lowest compared entry with this formula, charge and spin in kcal per mole: 13.81
Strongest force on any atom in eV Å⁻¹: 0.64
Spin multiplicity: 2
Kohn-Sham gap (spin up / spin down) in eV: 7.527 / 6.165
Molar mass in g mol⁻¹: 977.9
Electronic energy in eV: -170992.09663

***

(6)
Entry from the OMol25 dataset: C5H4F2S in the gas phase in a non-equilibrium geometry (ωB97M-V/def2-TZVPD).

The geometry in XYZ format:
```
12
Properties=species:S:1:pos:R:3
C -0.159 0.335 -0.648
C 0.422 1.461 -0.066
C 0.584 1.355 1.314
C -0.278 -0.911 0.289
C -0.618 -2.037 -0.225
H 0.768 2.331 -0.717
H 1.131 1.852 2.299
H -0.597 -3.011 0.149
H -0.673 -1.830 -1.384
F -1.267 0.649 -1.197
F 0.812 0.024 -1.621
S -0.125 -0.217 1.809
```

Properties
ΔE to the lowest compared entry with this formula, charge and spin in kcal per mole: 47.14
SMILES: C=C1SC=CC1(F)F
Strongest force on any atom in eV Å⁻¹: 7.76
Kohn-Sham gap in eV: 9.041
Molar mass in g mol⁻¹: 134.2
Electronic energy in eV: -21516.97488